Entry P
# C3H10O3

3 unconnected molecules or ions with the total composition C3H10O3 (the ωB97M-V functional and the def2-TZVPD basis, the Open Molecules 2025 dataset).

The geometry in ORCA input format:
```
! wB97M-V def2-TZVPD RIJCOSX def2/J DEFGRID3
* xyz 0 1
C 1.636 -0.441 0.285
C 0.862 0.320 1.041
C -0.421 -0.144 1.705
O -0.531 -1.555 1.818
H 2.473 -0.007 -0.273
H 1.407 -1.428 -0.112
H 1.116 1.373 1.140
H -1.243 0.276 1.097
H -0.458 0.205 2.730
H -0.433 -1.936 0.939
O -0.900 1.761 -1.254
H -0.703 2.705 -1.271
H -0.151 1.326 -0.827
O -0.696 -1.069 -2.124
H -0.863 -1.145 -3.071
H -1.094 -0.240 -1.823
*
```

HOMO-LUMO gap, eV: 10.67
E_HOMO, eV: -10.05
SMILES: C=CCO.O.O
LUMO level, eV: 0.621

=====

Entry Q
# C3H10O3

2 unconnected molecules or ions with the total composition C3H10O3 (the ωB97M-V functional and the def2-TZVPD basis, the Open Molecules 2025 dataset).

The geometry in ORCA input format:
```
! wB97M-V def2-TZVPD RIJCOSX def2/J DEFGRID3
* xyz 0 1
O -2.729 -0.227 1.780
C -1.739 0.801 2.058
C -1.016 0.869 0.656
C 0.450 1.209 0.696
O 0.696 2.249 -0.334
H -3.639 0.266 1.892
H -2.395 1.742 2.414
H -1.209 0.365 2.823
H -1.431 0.035 0.050
H -1.524 1.675 0.130
H 0.803 1.831 1.701
H 1.272 0.445 0.314
H -0.129 2.479 -0.597
O 3.891 -4.273 -4.176
H 4.298 -3.847 -3.388
H 2.920 -4.250 -3.956
*
```

HOMO-LUMO gap, eV: 10.81
E_HOMO, eV: -10.16
SMILES: OCCCO.O
LUMO level, eV: 0.655

=====

Entry R
# C3H10O3

3 unconnected molecules or ions with the total composition C3H10O3 (the ωB97M-V functional and the def2-TZVPD basis, the Open Molecules 2025 dataset).

The geometry in ORCA input format:
```
! wB97M-V def2-TZVPD RIJCOSX def2/J DEFGRID3
* xyz 0 1
C 2.656 1.436 -0.380
C 1.804 0.640 0.276
C 2.178 -0.593 1.024
O 0.479 0.995 0.203
H 3.731 1.370 -0.296
H 2.304 2.009 -1.232
H 2.016 -0.472 2.098
H 3.250 -0.814 0.963
H 1.728 -1.423 0.483
H -0.072 0.212 0.363
O -1.912 -0.664 -1.908
H -1.256 0.043 -1.842
H -1.462 -1.308 -2.468
O -3.692 -1.019 0.932
H -3.682 -1.965 1.162
H -4.606 -0.767 1.093
*
```

HOMO-LUMO gap, eV: 9.36
E_HOMO, eV: -8.70
SMILES: C=C(C)O.O.O
LUMO level, eV: 0.662

=====

Relative stability in kJ/mol, measured from the most stable structure: entry P 0.0; entry Q 159.7; entry R 6.9

=====

Entry P
# C3H10O3

2 unconnected molecules or ions with the total composition C3H10O3 (the ωB97M-V functional and the def2-TZVPD basis, the Open Molecules 2025 dataset).

The geometry in ORCA input format:
```
! wB97M-V def2-TZVPD RIJCOSX def2/J DEFGRID3
* xyz 0 1
O -0.727 -1.243 0.056
C -0.632 -0.045 -0.764
C 0.231 1.048 -0.152
C 0.253 2.110 -1.292
O -0.904 3.012 -1.200
H 0.055 -1.295 0.606
H -1.535 0.457 -1.136
H -0.033 -0.412 -1.612
H 1.260 0.721 -0.092
H -0.159 1.471 0.774
H 0.134 1.633 -2.255
H 1.213 2.606 -1.221
H -0.422 3.841 -1.128
O 1.489 -4.143 2.899
H 0.664 -4.411 3.329
H 1.151 -4.007 2.001
*
```

HOMO-LUMO gap, eV: 10.88
E_HOMO, eV: -10.23
SMILES: OCCCO.O
LUMO level, eV: 0.649

=====

Entry Q
# C3H10O3

3 unconnected molecules or ions with the total composition C3H10O3 (the ωB97M-V functional and the def2-TZVPD basis, the Open Molecules 2025 dataset).

The geometry in ORCA input format:
```
! wB97M-V def2-TZVPD RIJCOSX def2/J DEFGRID3
* xyz 0 1
C 2.268 0.024 -0.509
C 1.905 0.826 -1.714
C 0.884 1.725 -1.626
O 0.631 2.193 -0.355
H 3.153 -0.624 -0.499
H 1.419 -0.649 -0.277
H 2.345 0.575 0.417
H 2.362 0.851 -2.693
H 0.319 2.107 -2.478
H 0.200 3.045 -0.465
O -6.579 0.682 2.300
H -6.481 1.119 3.157
H -7.141 1.237 1.774
O 2.036 -4.485 0.918
H 1.576 -5.237 1.283
H 2.727 -4.792 0.335
*
```

HOMO-LUMO gap, eV: 9.03
E_HOMO, eV: -8.12
SMILES: C/C=C\O.O.O
LUMO level, eV: 0.908

=====

Entry R
# C3H10O3

3 unconnected molecules or ions with the total composition C3H10O3 (the ωB97M-V functional and the def2-TZVPD basis, the Open Molecules 2025 dataset).

The geometry in ORCA input format:
```
! wB97M-V def2-TZVPD RIJCOSX def2/J DEFGRID3
* xyz 0 1
C -1.683 -1.695 -0.608
C -1.397 -0.422 -0.345
C -0.809 0.597 -1.233
O -2.082 0.243 0.737
H -1.027 -2.233 -1.279
H -2.609 -2.051 -0.156
H -1.534 1.410 -1.255
H 0.098 1.007 -0.756
H -0.342 0.226 -2.133
H -2.381 -0.513 1.246
O 1.902 1.729 3.312
H 2.175 2.629 3.164
H 1.843 1.345 2.433
O 2.840 -0.807 -2.185
H 2.475 -1.495 -1.606
H 3.474 -0.380 -1.599
*
```

HOMO-LUMO gap, eV: 9.32
E_HOMO, eV: -8.99
SMILES: C=C(C)O.O.O
LUMO level, eV: 0.332

=====

Relative stability in kJ/mol, measured from the most stable structure: entry P 0.0; entry Q 34.3; entry R 10.4

=====

Entry P
# C3H10O3

2 unconnected molecules or ions with the total composition C3H10O3 (the ωB97M-V functional and the def2-TZVPD basis, the Open Molecules 2025 dataset).

The geometry in ORCA input format:
```
! wB97M-V def2-TZVPD RIJCOSX def2/J DEFGRID3
* xyz 0 1
C 2.259 -0.057 0.007
O 1.000 -0.474 0.532
C 0.006 -0.186 -0.380
O -1.217 -0.537 0.185
C -1.568 -1.994 0.285
H 2.296 1.044 -0.053
H 2.450 -0.470 -0.998
H 3.058 -0.399 0.686
H 0.052 0.895 -0.615
H 0.189 -0.742 -1.319
H -0.726 -2.473 0.812
H -1.704 -2.495 -0.689
H -2.484 -2.135 0.883
O -1.313 3.134 0.547
H -1.042 4.078 0.496
H -1.258 2.809 -0.380
*
```

HOMO-LUMO gap, eV: 10.70
E_HOMO, eV: -9.91
SMILES: COCOC.O
LUMO level, eV: 0.787

=====

Entry Q
# C3H10O3

3 unconnected molecules or ions with the total composition C3H10O3 (the ωB97M-V functional and the def2-TZVPD basis, the Open Molecules 2025 dataset).

The geometry in ORCA input format:
```
! wB97M-V def2-TZVPD RIJCOSX def2/J DEFGRID3
* xyz 0 1
C 1.555 -1.482 0.265
C 0.498 -0.935 1.181
O 0.481 0.287 1.471
H 1.156 -2.350 -0.264
H 1.855 -0.734 -0.467
H 2.423 -1.791 0.841
H 0.235 -1.627 1.998
O 0.197 1.937 -0.506
O -0.460 3.171 -0.278
H 0.300 1.328 0.463
H -0.376 3.605 -1.136
C -1.639 -0.291 -0.768
H -1.011 -1.029 -0.002
H -0.829 -0.022 -1.427
H -2.533 -0.554 -1.322
H -1.851 0.487 -0.049
*
```

HOMO-LUMO gap, eV: 8.09
E_HOMO, eV: -8.49
SMILES: CC=O.OO.C
LUMO level, eV: -0.396

=====

Relative stability in kJ/mol, measured from the most stable structure: entry P 0.0; entry Q 350.9

=====

Entry P
# C3H10O3

3 unconnected molecules or ions with the total composition C3H10O3 (the ωB97M-V functional and the def2-TZVPD basis, the Open Molecules 2025 dataset).

The geometry in ORCA input format:
```
! wB97M-V def2-TZVPD RIJCOSX def2/J DEFGRID3
* xyz 0 1
C -0.191 -1.087 -2.466
C 0.111 0.110 -1.600
C 0.575 -0.003 -0.359
O 1.177 1.057 0.281
H 0.191 -0.933 -3.471
H 0.126 -1.934 -1.858
H -1.282 -1.199 -2.567
H 0.020 1.114 -2.005
H 0.504 -0.899 0.253
H 1.514 0.718 1.112
O 0.848 -0.127 2.771
H 0.513 -0.980 3.057
H 0.024 0.332 2.479
O -1.475 1.205 1.846
H -1.771 0.746 1.047
H -0.885 1.880 1.481
*
```

HOMO-LUMO gap, eV: 9.31
E_HOMO, eV: -8.62
SMILES: C/C=C/O.O.O
LUMO level, eV: 0.693

=====

Entry Q
# C3H10O3

3 unconnected molecules or ions with the total composition C3H10O3 (the ωB97M-V functional and the def2-TZVPD basis, the Open Molecules 2025 dataset).

The geometry in ORCA input format:
```
! wB97M-V def2-TZVPD RIJCOSX def2/J DEFGRID3
* xyz 0 1
C -0.316 -1.521 0.162
C 1.111 -1.983 0.748
C 2.218 -1.031 1.267
O 2.036 0.004 1.969
H -1.162 -1.326 0.908
H -0.183 -0.542 -0.349
H -0.858 -2.056 -0.597
H 1.728 -2.235 -0.145
H 0.981 -2.793 1.595
H 3.317 -1.073 0.803
O -2.766 4.010 -5.443
H -3.106 4.208 -4.493
H -2.377 3.095 -5.566
O -0.285 1.022 3.445
H 0.190 0.345 2.873
H -0.529 1.876 2.821
*
```

HOMO-LUMO gap, eV: 10.60
E_HOMO, eV: -10.31
SMILES: CCC=O.O.O
LUMO level, eV: 0.290

=====

Relative stability in kJ/mol, measured from the most stable structure: entry P 0.0; entry Q 168.2

=====

Entry P
# C2H9NO4

3 unconnected molecules or ions with the total composition C2H9NO4 (the ωB97M-V functional and the def2-TZVPD basis, the Open Molecules 2025 dataset).

The geometry in ORCA input format:
```
! wB97M-V def2-TZVPD RIJCOSX def2/J DEFGRID3
* xyz 1 2
O 0.610 0.082 -0.018
C -0.074 1.117 0.054
O -0.188 2.027 -0.903
C -1.138 1.499 1.103
N -0.993 1.075 2.447
H 0.502 1.895 -1.604
H -1.462 2.513 1.071
H -2.107 1.199 0.708
H -1.505 0.143 2.743
H -0.019 0.997 2.979
H -0.087 -2.642 -0.132
H 0.932 -1.557 -0.205
O 0.720 -2.457 -0.538
H 1.877 -1.411 -2.145
H 1.333 -2.669 -2.562
O 1.598 -1.810 -2.999
*
```

HOMO-LUMO gap (spin up / spin down), eV: 8.29 / 3.06
E_HOMO (spin up / spin down), eV: -13.00 / -13.00
LUMO level (spin up / spin down), eV: -4.712 / -9.945

=====

Entry Q
# C2H9NO4

3 unconnected molecules or ions with the total composition C2H9NO4 (the ωB97M-V functional and the def2-TZVPD basis, the Open Molecules 2025 dataset).

The geometry in ORCA input format:
```
! wB97M-V def2-TZVPD RIJCOSX def2/J DEFGRID3
* xyz 1 2
O 1.005 -1.119 0.333
C 0.340 -0.155 0.236
O 0.764 1.081 0.551
C -1.161 -0.174 -0.073
N -1.387 0.989 -0.896
H 1.747 1.045 0.487
H -1.527 -1.057 -0.587
H -1.673 -0.031 0.880
H -1.162 0.927 -1.893
H -1.674 1.938 -0.670
H -2.651 -4.313 0.445
H -2.282 -3.495 -0.711
O -2.541 -3.397 0.202
H 3.857 1.840 0.651
H 4.605 3.158 0.536
O 3.738 2.764 0.507
*
```

HOMO-LUMO gap (spin up / spin down), eV: 10.93 / 6.04
E_HOMO (spin up / spin down), eV: -14.71 / -14.71
LUMO level (spin up / spin down), eV: -3.783 / -8.665

=====

Relative stability in kJ/mol, measured from the most stable structure: entry P 157.8; entry Q 0.0

=====

Entry P
# C3H9N2O

A gas-phase ion, C3H9N2O (charge +1) (the ωB97M-V functional and the def2-TZVPD basis, the Open Molecules 2025 dataset).

The geometry in ORCA input format:
```
! wB97M-V def2-TZVPD RIJCOSX def2/J DEFGRID3
* xyz 1 1
C 1.353 1.554 0.168
C 0.755 0.389 -0.660
O 1.711 -0.548 -1.170
N -0.225 -0.465 0.204
C -1.465 -0.610 -0.055
N -2.360 -1.394 0.632
H 0.765 2.372 0.413
H 1.473 1.137 1.140
H 2.291 1.793 -0.267
H 0.103 0.618 -1.557
H 2.522 -0.556 -0.670
H 0.246 -1.071 0.926
H -1.650 -0.205 -1.107
H -3.342 -1.289 0.433
H -2.175 -1.726 1.572
*
```

HOMO-LUMO gap, eV: 11.68
E_HOMO, eV: -15.35
SMILES: C[C@@H](O)/[NH+]=C/N
LUMO level, eV: -3.678

=====

Entry Q
# C3H9N2O

A molecular structure, C3H9N2O (the ωB97M-V functional and the def2-TZVPD basis, the Open Molecules 2025 dataset).

The geometry in ORCA input format:
```
! wB97M-V def2-TZVPD RIJCOSX def2/J DEFGRID3
* xyz 1 1
C 0.139 -1.265 0.947
C 0.836 -2.351 1.656
C -1.091 2.939 -1.862
N 0.555 -0.073 0.954
N -1.448 1.756 -1.461
O -0.046 1.014 0.481
H -0.646 -1.559 0.424
H 0.748 -3.249 0.900
H 0.253 -2.780 2.504
H 1.890 -2.088 2.037
H -0.416 3.549 -1.296
H -1.409 3.469 -2.742
H -0.860 1.095 -0.442
H 1.403 0.152 1.396
H -2.220 1.357 -1.951
*
```

HOMO-LUMO gap, eV: 10.60
E_HOMO, eV: -14.26
LUMO level, eV: -3.659

=====

Entry R
# C3H9N2O

2 unconnected molecules or ions with the total composition C3H9N2O (the ωB97M-V functional and the def2-TZVPD basis, the Open Molecules 2025 dataset).

The geometry in ORCA input format:
```
! wB97M-V def2-TZVPD RIJCOSX def2/J DEFGRID3
* xyz 1 1
C 1.886 0.898 -0.586
C 1.041 0.131 0.095
C -1.829 -0.013 0.803
N 0.797 -1.291 -0.145
N -1.940 0.802 -0.227
O -1.460 -1.256 0.524
H 2.194 1.935 -0.388
H 2.468 0.764 -1.447
H 0.535 0.599 0.954
H -1.880 0.109 1.823
H 0.359 -1.578 0.770
H 1.746 -1.758 -0.288
H -1.888 0.428 -1.122
H -1.910 1.778 -0.053
H -0.120 -1.548 -0.713
*
```

HOMO-LUMO gap, eV: 11.47
E_HOMO, eV: -14.68
LUMO level, eV: -3.208

=====

Relative stability in kJ/mol, measured from the most stable structure: entry P 0.0; entry Q 266.7; entry R 160.9